1.
Density functional theory data (ωB97M-V/def2-TZVPD) for a structure of composition C4H9LiNiO4.

Computed properties:
Gap between HOMO and LUMO (spin up / spin down): 8.249 / 7.511 eV
Lowest unoccupied orbital energy (spin up / spin down): 0.3 / 0.3 eV
Spin multiplicity: 3
Expectation value of S²: 2.02
DFT total energy: -1974.53533 Ha
HOMO energy (spin up / spin down): -7.9 / -7.2 eV

Atoms and positions in Å:
O (2.3960, 2.1582, -0.5129)
Li (3.5631, 0.7685, -0.4280)
O (2.3224, -0.5973, 0.1788)
C (1.6937, -1.7859, 0.3673)
O (0.2899, -1.5976, 0.5812)
C (-0.4980, -1.2846, -0.5536)
C (-1.4959, -0.2290, -0.1463)
O (-0.8040, 0.9822, 0.1637)
C (-1.6593, 2.0869, 0.4348)
Ni (1.1607, 0.9650, 0.3729)
H (2.0454, -2.3109, 1.2737)
H (1.8038, -2.4638, -0.5039)
H (-1.1135, -2.0889, -1.0961)
H (0.1798, -1.1353, -1.4106)
H (-2.0731, -0.5386, 0.7389)
H (-2.2041, -0.0368, -0.9658)
H (-1.0221, 2.9529, 0.6457)
H (-2.2888, 2.2964, -0.4411)
H (-2.2957, 1.8588, 1.3014)

---

2.
Density functional theory data (ωB97M-V/def2-TZVPD) for a structure of composition C49H32I4MnN6SbSe4.

Computed properties:
Gap between HOMO and LUMO (spin up / spin down): 4.175 / 4.088 eV
Lowest unoccupied orbital energy (spin up / spin down): -0.1 / -0.1 eV
Spin multiplicity: 2
Expectation value of S²: 0.85
DFT total energy: -14402.82962 Ha
Charge: -1
HOMO energy (spin up / spin down): -4.3 / -4.2 eV

Atoms and positions in Å:
Mn (-0.0390, -0.1989, 0.0489)
I (-6.7945, 1.7530, 6.8760)
C (-5.3793, 1.2904, 5.4038)
C (-4.9647, -0.0214, 5.2398)
C (-4.0098, -0.3175, 4.2716)
C (-3.4734, 0.6879, 3.4723)
C (-3.9160, 1.9960, 3.6469)
C (-4.8684, 2.3079, 4.6116)
C (-2.4261, 0.3820, 2.4430)
C (-1.1185, 0.2303, 2.8938)
C (-0.7135, 0.2006, 4.2793)
C (0.6079, -0.0788, 4.2925)
C (1.0290, -0.1848, 2.9164)
C (2.3259, -0.4831, 2.5060)
C (3.2927, -0.9173, 3.5710)
C (4.0636, -0.0022, 4.2796)
C (4.9550, -0.4316, 5.2597)
C (5.0611, -1.7885, 5.5217)
I (6.3980, -2.4368, 7.0004)
C (4.3030, -2.7181, 4.8274)
C (3.4157, -2.2762, 3.8482)
C (2.7681, -0.5331, 1.1907)
N (1.9952, -0.3959, 0.0803)
C (2.7525, -0.7979, -0.9733)
C (2.2937, -1.0830, -2.2593)
C (3.1677, -1.9629, -3.1137)
C (3.8365, -1.5119, -4.2471)
C (4.6004, -2.3868, -5.0150)
C (4.6725, -3.7202, -4.6491)
I (5.8267, -5.0312, -5.8066)
C (4.0031, -4.1995, -3.5327)
C (3.2625, -3.3087, -2.7604)
C (1.0008, -0.8553, -2.7196)
C (0.5526, -1.1460, -4.0646)
C (-0.7692, -0.9070, -4.0944)
C (-1.1492, -0.5020, -2.7581)
N (-0.0460, -0.4357, -1.9689)
C (-2.4585, -0.3168, -2.3376)
C (-2.8641, -0.0538, -1.0324)
C (-4.2444, 0.0891, -0.6187)
C (-4.2313, 0.3017, 0.7100)
C (-2.8441, 0.2748, 1.1223)
N (-2.0487, 0.0587, 0.0440)
C (-3.5365, -0.4526, -3.3729)
C (-4.1751, 0.6768, -3.8787)
C (-5.1850, 0.5624, -4.8291)
C (-5.5536, -0.7001, -5.2682)
I (-7.0730, -0.8818, -6.6979)
C (-4.9324, -1.8388, -4.7802)
C (-3.9221, -1.7092, -3.8315)
C (4.1042, -1.0777, -0.5261)
C (4.1133, -0.9152, 0.8072)
N (-0.0328, 0.0207, 2.0952)
H (-5.3766, -0.8118, 5.8546)
H (-3.6824, -1.3425, 4.1312)
H (-3.5152, 2.7830, 3.0193)
H (-5.2023, 3.3288, 4.7399)
H (-1.3753, 0.3583, 5.1183)
H (1.2637, -0.1977, 5.1428)
H (3.9733, 1.0557, 4.0627)
H (5.5544, 0.2855, 5.8050)
H (4.3840, -3.7792, 5.0284)
H (2.8202, -3.0085, 3.3046)
H (3.7715, -0.4683, -4.5328)
H (5.1265, -2.0270, -5.8890)
H (4.0216, -5.2460, -3.2585)
H (2.7365, -3.6810, -1.8886)
H (1.1919, -1.4957, -4.8623)
H (-1.4495, -1.0114, -4.9267)
H (-5.0974, 0.0243, -1.2793)
H (-5.0688, 0.4466, 1.3776)
H (-3.8824, 1.6582, -3.5247)
H (-5.6732, 1.4470, -5.2159)
H (-5.2277, -2.8213, -5.1254)
H (-3.4357, -2.5962, -3.4392)
H (4.9174, -1.3625, -1.1785)
H (4.9334, -1.0534, 1.4974)
C (-0.2017, 4.8726, 1.9384)
C (-0.0255, 3.9066, 0.8116)
C (0.2103, 4.0812, -0.5347)
C (0.3044, 2.7876, -1.0844)
N (0.1297, 1.8793, -0.1231)
N (-0.0636, 2.5841, 1.0080)
C (0.5593, 2.4698, -2.5205)
H (-0.1337, 5.8936, 1.5684)
H (0.5685, 4.7292, 2.6971)
H (-1.1725, 4.7431, 2.4191)
H (0.3078, 5.0131, -1.0721)
H (-0.2083, 2.0811, 1.8695)
H (0.8295, 3.3872, -3.0440)
H (-0.3243, 2.0515, -2.9972)
H (1.3682, 1.7543, -2.6366)
Se (-0.0158, -5.7606, -1.5934)
Sb (-0.3156, -4.6122, 0.5207)
Se (-0.2060, -2.1721, 0.2666)
Se (-2.4754, -5.1855, 1.5154)
Se (1.3838, -5.3355, 2.1009)

---

3.
Density functional theory data (ωB97M-V/def2-TZVPD) for a structure of composition C36H32N3P2SW.

Computed properties:
Gap between HOMO and LUMO: 4.429 eV
Lowest unoccupied orbital energy: -10.8 eV
DFT total energy: -2702.31652 Ha
Relative energy (zero: lowest compared OMol25 entry of this formula, charge and spin): 0.00 kcal/mol
Charge: +3
HOMO energy: -15.2 eV

Atoms and positions in Å:
W (-0.0590, 0.0852, 0.3797)
C (-3.0418, -0.0318, -1.1825)
P (-1.4043, -0.7682, -1.2800)
C (-1.4083, -2.2364, -2.2436)
C (-2.5673, -3.0125, -2.3998)
C (-2.5218, -4.1491, -3.1842)
C (-1.3444, -4.4970, -3.8379)
C (-0.1949, -3.7211, -3.7017)
C (-0.2176, -2.6002, -2.8982)
C (0.6453, -1.7803, 0.1471)
C (0.4696, -3.1559, 0.3274)
C (1.5850, -3.9623, 0.2625)
C (2.8551, -3.4219, 0.0018)
C (3.0336, -2.0667, -0.2179)
C (1.9056, -1.2546, -0.1509)
C (-3.0167, 0.8322, 0.0284)
C (-3.9629, 1.6437, 0.5432)
C (-3.4115, 2.2621, 1.7149)
C (-2.1386, 1.8322, 1.8504)
C (-1.1617, 2.1166, 2.9414)
P (0.3335, 1.1646, 2.6058)
C (1.7547, 1.8201, 3.4541)
C (2.0175, 1.4361, 4.7732)
C (3.0542, 2.0419, 5.4620)
C (3.8199, 3.0255, 4.8465)
C (3.5511, 3.4158, 3.5408)
C (2.5170, 2.8173, 2.8412)
C (0.0920, -0.5810, 3.0012)
C (1.2256, -1.3744, 3.2853)
C (1.0732, -2.7082, 3.5846)
C (-0.1998, -3.2869, 3.5896)
C (-1.3213, -2.5286, 3.2946)
C (-1.1871, -1.1772, 3.0002)
N (-1.8205, 0.9234, 0.8021)
H (-3.8237, -0.7930, -1.1567)
H (-3.1995, 0.5425, -2.1046)
H (-3.4938, -2.7453, -1.9094)
H (-3.4070, -4.7594, -3.2993)
H (-1.3239, -5.3777, -4.4663)
H (0.7085, -3.9920, -4.2304)
H (0.6736, -1.9922, -2.7929)
H (-0.5114, -3.5712, 0.5159)
H (1.4895, -5.0301, 0.4120)
H (3.7086, -4.0858, -0.0474)
H (4.0046, -1.6614, -0.4659)
H (2.0188, -0.1895, -0.4152)
H (-4.9545, 1.7961, 0.1475)
H (-3.9298, 2.9307, 2.3840)
H (-1.5469, 1.8681, 3.9340)
H (-0.8645, 3.1687, 2.9682)
H (1.4176, 0.6807, 5.2657)
H (3.2608, 1.7519, 6.4831)
H (4.6270, 3.4956, 5.3922)
H (4.1448, 4.1895, 3.0736)
H (2.2998, 3.1353, 1.8283)
H (2.2124, -0.9278, 3.2890)
H (1.9379, -3.3085, 3.8354)
H (-0.3098, -4.3327, 3.8472)
H (-2.3074, -2.9724, 3.3270)
H (-2.0753, -0.5793, 2.8417)
N (1.2170, 6.5881, -2.3956)
C (2.0665, 5.5521, -2.3884)
S (3.5370, 5.5406, -3.0970)
C (1.5714, 4.2976, -1.7407)
C (0.2267, 3.9314, -1.7217)
C (-0.1504, 2.7152, -1.1940)
N (0.7313, 1.8411, -0.6634)
C (2.0338, 2.2204, -0.6417)
C (2.4794, 3.4024, -1.1733)
H (1.4886, 7.4412, -2.8606)
H (0.3526, 6.5988, -1.8820)
H (-0.5442, 4.5480, -2.1629)
H (-1.1892, 2.4167, -1.2119)
H (2.7472, 1.5487, -0.1834)
H (3.5355, 3.6342, -1.1626)

---

4.
Density functional theory data (ωB97M-V/def2-TZVPD) for a cluster of 2 separate species, CH5BrN2P in total.

Computed properties:
Gap between HOMO and LUMO (spin up / spin down): 9.340 / 8.285 eV
Lowest unoccupied orbital energy (spin up / spin down): -4.2 / -6.8 eV
Spin multiplicity: 3
Expectation value of S²: 2.00
DFT total energy: -3065.62066 Ha
Relative energy (zero: lowest compared OMol25 entry of this formula, charge and spin): 7.56 kcal/mol
Charge: +1
HOMO energy (spin up / spin down): -13.5 / -15.1 eV

Atoms and positions in Å:
C (0.4174, -0.0670, 0.8685)
N (-0.7644, -0.6464, 0.8895)
N (1.3717, -0.4784, -0.0405)
P (0.5595, 1.4464, 1.7862)
Br (2.7004, 1.8783, 1.6296)
H (-0.9045, -1.3944, 0.1662)
H (-1.4970, -0.4511, 1.5976)
H (1.1469, -1.3026, -0.6469)
H (2.1492, 0.1568, -0.3011)
H (0.1776, 4.5553, -0.1957)

---

5.
Density functional theory data (ωB97M-V/def2-TZVPD) for a structure of composition C25H26EuN5O6S.

Computed properties:
Gap between HOMO and LUMO (spin up / spin down): 4.438 / 6.526 eV
Lowest unoccupied orbital energy (spin up / spin down): 1.6 / 1.6 eV
Spin multiplicity: 8
Expectation value of S²: 15.76
DFT total energy: -2802.15244 Ha
Relative energy (zero: lowest compared OMol25 entry of this formula, charge and spin): 0.79 kcal/mol
Charge: -1
HOMO energy (spin up / spin down): -2.8 / -4.9 eV

Atoms and positions in Å:
Eu (-2.4717, -0.2056, 1.5002)
N (-3.4042, 2.4682, 1.3134)
C (-3.3477, 3.1106, 2.6220)
C (-3.4469, 2.1291, 3.7651)
O (-3.5308, 2.5711, 4.9251)
N (-3.3571, 0.8253, 3.4842)
C (-3.6479, -0.1043, 4.6218)
C (-3.6270, -1.5042, 4.0537)
O (-4.3179, -2.4513, 4.4377)
O (-2.8094, -1.6547, 3.0443)
H (-2.9321, 3.0407, 0.5836)
H (-4.3524, 2.3315, 0.9669)
H (-4.1774, 3.7348, 2.9561)
H (-2.4322, 3.6291, 2.8072)
H (-4.7274, 0.0477, 5.0301)
H (-2.8356, 0.1635, 5.3299)
O (-0.5963, -2.9469, -1.2306)
C (-1.0007, -2.2876, -0.2787)
O (-2.2574, -1.9369, -0.0582)
C (0.0627, -1.9002, 0.7188)
C (1.2765, -2.6167, 0.6982)
C (2.2776, -2.3631, 1.6942)
C (2.0196, -1.3323, 2.6515)
C (2.9762, -0.9686, 3.6589)
C (2.5919, -0.0584, 4.6207)
C (1.3433, 0.5463, 4.6747)
C (0.5111, 0.4803, 3.5605)
C (0.7484, -0.5903, 2.6008)
N (-0.0449, -0.8234, 1.5227)
H (1.4052, -3.3232, -0.1286)
H (3.2269, -2.8553, 1.7764)
H (3.9706, -1.4917, 3.7760)
H (3.2907, 0.1685, 5.3699)
H (1.0570, 1.1198, 5.5829)
H (-0.3931, 1.1542, 3.5062)
C (1.8411, 2.7531, 0.6946)
C (2.2288, 2.7327, -0.8199)
C (1.8087, 1.5933, -1.7196)
N (0.3131, 1.3822, -1.5917)
C (-0.5116, 0.4841, -2.1710)
S (-2.1561, 0.6102, -1.8146)
N (-0.0126, -0.4887, -3.0676)
C (0.5531, -0.0224, -4.2203)
O (0.6350, 1.1730, -4.4439)
C (0.9646, -1.0730, -5.1561)
C (0.6238, -2.4715, -4.9606)
C (0.8264, -3.3510, -6.0036)
C (1.4104, -2.9852, -7.2588)
C (1.7867, -1.6301, -7.3741)
C (1.6267, -0.6942, -6.3525)
H (2.7213, 3.2269, 1.1900)
H (1.6142, 1.7337, 0.9767)
H (0.9421, 3.3028, 0.8499)
H (3.3479, 2.8009, -0.8126)
H (1.9141, 3.6681, -1.3604)
H (2.2493, 0.6397, -1.5093)
H (1.9674, 1.8817, -2.7576)
H (-0.1806, 2.1210, -1.1095)
H (-0.4284, -1.4217, -2.9066)
H (0.3342, -2.8157, -3.9925)
H (0.6881, -4.4569, -5.7070)
H (1.6625, -3.8391, -7.9614)
H (2.2896, -1.2912, -8.2460)
H (1.8925, 0.3312, -6.5516)

---

6.
Density functional theory data (ωB97M-V/def2-TZVPD) for a structure of composition C35H35BeN5PS2.

Computed properties:
Gap between HOMO and LUMO: 7.884 eV
Lowest unoccupied orbital energy: -2.0 eV
DFT total energy: -2780.95074 Ha
Charge: +1
HOMO energy: -9.9 eV

Atoms and positions in Å:
Be (-0.3921, -0.3182, -0.4635)
C (-3.1049, 3.8311, 3.0237)
C (-3.5461, 2.7464, 2.2803)
C (-2.6373, 1.8069, 1.8381)
C (-1.2777, 1.9498, 2.1145)
C (-0.8361, 3.0414, 2.8473)
C (-1.7563, 3.9711, 3.3067)
P (-0.2266, 0.5836, 1.5289)
C (1.3181, 0.7148, 2.4706)
C (1.7008, -0.1812, 3.4623)
C (2.9165, -0.0120, 4.1049)
C (3.7717, 1.0155, 3.7361)
C (3.4043, 1.8906, 2.7247)
C (2.1824, 1.7421, 2.0969)
C (-1.1678, -0.7277, 2.3309)
C (-1.4978, -0.6625, 3.6663)
C (-2.3407, -1.6283, 4.2228)
C (-2.8512, -2.6229, 3.4315)
C (-2.5315, -2.7110, 2.0605)
C (-3.0391, -3.7304, 1.2294)
C (-2.6884, -3.7652, -0.0901)
C (-1.8522, -2.7812, -0.6461)
C (-1.3294, -1.7413, 0.0951)
C (-1.6721, -1.7387, 1.4803)
H (-3.8176, 4.5540, 3.3930)
H (-4.5980, 2.6170, 2.0684)
H (-2.9786, 0.9288, 1.3095)
H (0.2115, 3.1505, 3.0876)
H (-1.4156, 4.8003, 3.9087)
H (1.0443, -0.9959, 3.7404)
H (3.1921, -0.6849, 4.9048)
H (4.7182, 1.1402, 4.2419)
H (4.0682, 2.6910, 2.4326)
H (1.8775, 2.4273, 1.3160)
H (-1.1233, 0.1495, 4.2759)
H (-2.6036, -1.5610, 5.2685)
H (-3.5418, -3.3387, 3.8518)
H (-3.7046, -4.4698, 1.6517)
H (-3.0540, -4.5575, -0.7264)
H (-1.6249, -2.8471, -1.7008)
S (-0.8644, -1.2442, -3.8039)
C (-0.7382, -0.1991, -5.0807)
N (0.2922, -0.3649, -5.9746)
C (0.5124, 0.4474, -7.0281)
C (-0.2943, 1.5197, -7.2526)
C (-1.4006, 1.7245, -6.3922)
C (-1.6189, 0.8863, -5.3431)
H (0.8962, -1.1575, -5.7893)
H (1.3462, 0.2002, -7.6664)
H (-0.1189, 2.1867, -8.0805)
H (-2.0702, 2.5474, -6.5940)
H (-2.4633, 1.0031, -4.6835)
C (0.6618, 2.1543, -2.7982)
C (-0.6971, 1.8978, -2.2657)
N (-1.1129, 0.9555, -1.4369)
C (-2.4655, 1.1006, -1.3156)
C (-2.8775, 2.1499, -2.0697)
N (-1.7470, 2.6425, -2.6577)
H (1.2387, 1.2363, -2.7985)
H (1.1947, 2.8960, -2.2033)
H (0.5826, 2.5195, -3.8200)
H (-3.0393, 0.4164, -0.7272)
H (-3.8463, 2.5785, -2.2288)
H (-1.7037, 3.4151, -3.3033)
S (1.5473, -0.6029, -1.3650)
C (2.5780, -1.5103, -0.3840)
N (3.8653, -1.5520, -0.7332)
C (4.8720, -2.2571, 0.0289)
C (4.2137, -3.4622, 0.6942)
C (3.0296, -2.9648, 1.5222)
N (2.1491, -2.1656, 0.6901)
H (4.1174, -1.0575, -1.5743)
H (5.2910, -1.5918, 0.7935)
H (5.6804, -2.5626, -0.6373)
H (4.9294, -3.9808, 1.3325)
H (3.8577, -4.1499, -0.0759)
H (3.3943, -2.3503, 2.3543)
H (2.4597, -3.8019, 1.9290)
H (1.1521, -2.1786, 0.8633)

---

7.
Density functional theory data (ωB97M-V/def2-TZVPD) for a cluster of 2 separate species, C8H22N2O6P in total.

Computed properties:
Gap between HOMO and LUMO: 9.579 eV
Lowest unoccupied orbital energy: -3.1 eV
DFT total energy: -1220.14898 Ha
Relative energy (zero: lowest compared OMol25 entry of this formula, charge and spin): 0.00 kcal/mol
Charge: +1
HOMO energy: -12.7 eV

Atoms and positions in Å:
C (2.7313, -1.3099, 1.5530)
C (2.7239, -1.1256, 0.0293)
O (4.0778, -0.9393, -0.3761)
C (1.8853, 0.0894, -0.4271)
O (0.8746, -0.1667, -1.4043)
C (-0.2296, -0.9441, -1.0817)
N (-0.0265, -2.3718, -1.3011)
C (-0.1587, -3.2590, -0.1665)
C (-1.4764, -3.1000, 0.5991)
N (-1.9101, -1.6512, 0.5599)
C (-0.7698, -0.6846, 0.3471)
P (-1.4784, 0.9956, 0.6630)
O (-1.4929, 1.2973, 2.0965)
O (-2.9616, 0.8134, 0.0398)
O (-0.7011, 1.9105, -0.3427)
H (2.4415, -0.4022, 2.0872)
H (2.0867, -2.1326, 1.8768)
H (3.7430, -1.5666, 1.8683)
H (2.3396, -2.0218, -0.4649)
H (4.2174, -1.3517, -1.2341)
H (2.5681, 0.7813, -0.9192)
H (1.4610, 0.6340, 0.4259)
H (-1.0132, -0.6153, -1.7770)
H (-0.5572, -2.6918, -2.0981)
H (0.6751, -3.1137, 0.5230)
H (-0.0860, -4.2900, -0.5148)
H (-2.2951, -3.6988, 0.2023)
H (-1.3379, -3.3572, 1.6505)
H (-2.5918, -1.4905, -0.1846)
H (-2.3863, -1.4241, 1.4354)
H (-0.0480, -0.8941, 1.1396)
H (-3.6340, 1.0951, 0.6781)
H (-1.0507, 2.8274, -0.4032)
C (-0.8938, 6.0252, -0.6714)
O (-1.1585, 4.6278, -0.8233)
H (-1.0159, 6.2512, 0.3836)
H (0.1254, 6.2666, -0.9729)
H (-1.6021, 6.6189, -1.2484)
H (-1.0752, 4.3685, -1.7470)

---

8.
Density functional theory data (ωB97M-V/def2-TZVPD) for the molecule C7H13N.

Computed properties:
Gap between HOMO and LUMO: 8.578 eV
Lowest unoccupied orbital energy: 1.0 eV
SMILES string: C=CC/C(=C/N)CC
DFT total energy: -329.22024 Ha
Relative energy (zero: lowest compared OMol25 entry of this formula, charge and spin): 32.14 kcal/mol
HOMO energy: -7.5 eV

Atoms and positions in Å:
C (0.1481, 2.6882, 1.8570)
C (-0.5662, 1.5822, 1.7541)
C (0.0920, 0.2345, 1.5569)
C (-0.1321, -0.2934, 0.1272)
C (-1.3584, -0.6630, -0.2438)
N (-1.7478, -1.1204, -1.4893)
C (0.9982, -0.2392, -0.8558)
C (1.3779, -1.5931, -1.5234)
H (-0.3311, 3.6643, 1.9196)
H (1.2232, 2.6823, 1.7098)
H (-1.6417, 1.6481, 1.8330)
H (-0.4476, -0.4831, 2.1765)
H (1.1493, 0.2857, 1.7818)
H (-2.1720, -0.6872, 0.4672)
H (-1.1236, -1.1456, -2.2726)
H (-2.6853, -1.4266, -1.6501)
H (0.8424, 0.4807, -1.6644)
H (1.9385, 0.0787, -0.3919)
H (0.9240, -1.6281, -2.5150)
H (1.0580, -2.4369, -0.9167)
H (2.4542, -1.6280, -1.6600)